1.
ORCA calculation (ωB97M-V with the def2-TZVPD basis set) on an isolated ion of composition C5H12N2 and charge +1.

Atoms and positions in Å:
C 1.713 -0.456 -0.047
C 0.387 -0.796 0.721
C -0.789 -0.220 0.021
C -1.840 -1.007 -0.419
C -0.577 2.053 0.849
N -0.756 1.089 -0.316
N 1.710 -0.902 -1.446
H 1.867 0.627 -0.046
H 2.614 -0.920 0.351
H 0.253 -1.878 0.858
H 0.506 -0.627 1.804
H -1.885 -2.080 -0.494
H -2.790 -0.555 -0.687
H -1.084 1.670 1.725
H -0.942 3.023 0.537
H 0.503 2.172 0.946
H -1.470 1.385 -0.964
H 1.706 -1.919 -1.432
H 0.874 -0.657 -1.962

Values from the calculation:
- HOMO energy (alpha / beta) (Eh) = -0.4901 / -0.4893
- HOMO-LUMO gap (alpha / beta) (eV) = 9.34 / 5.69
- total charge = +1
- spin multiplicity = 2



2.
ORCA calculation (ωB97M-V with the def2-TZVPD basis set) on an isolated ion of composition C5H12N2 and charge +1.

Atoms and positions in Å:
C 2.807 -1.313 0.525
C 1.443 -1.689 1.328
C 0.348 -0.418 1.247
C -0.161 -0.003 -0.135
N -1.943 1.182 -2.170
C -1.943 1.607 -0.786
N -1.075 1.156 0.080
H 3.576 -0.822 1.117
H 2.588 -0.665 -0.357
H 3.320 -2.205 0.196
H 1.681 -1.880 2.371
H 0.868 -2.563 1.105
H -0.558 -0.767 1.846
H 0.706 0.434 1.811
H 0.680 0.171 -0.772
H -0.666 -0.908 -0.549
H -0.933 1.010 -2.424
H -2.441 0.305 -2.302
H -2.652 2.418 -0.492

Values from the calculation:
- HOMO energy (alpha / beta) (Eh) = -0.5477 / -0.5472
- HOMO-LUMO gap (alpha / beta) (eV) = 9.97 / 6.06
- total charge = +1
- spin multiplicity = 2



The least stable of them is 2.



1.
ORCA calculation (ωB97M-V with the def2-TZVPD basis set) on a 3-piece molecular cluster, C3H10NO4 overall.

Atoms and positions in Å:
O 3.001 -0.073 -0.317
C 1.793 -0.241 -0.472
N 0.856 -0.241 0.499
C 0.688 -0.102 2.219
O -0.519 -0.515 2.480
C 1.213 -0.379 -1.889
H -0.099 -0.094 0.199
H 0.771 0.995 2.291
H 1.517 -0.746 2.470
H 1.595 -1.360 -2.197
H 0.127 -0.376 -1.942
H 1.661 0.344 -2.570
H -2.256 1.041 -1.577
H -2.319 -0.373 -1.145
O -1.994 0.153 -1.878
H -1.572 0.077 1.693
H -2.208 1.412 1.146
O -2.255 0.476 0.988

Values from the calculation:
- HOMO energy (Eh) = -0.1698
- HOMO-LUMO gap (eV) = 8.33
- total charge = -1



2.
ORCA calculation (ωB97M-V with the def2-TZVPD basis set) on a 3-piece molecular cluster, C3H10NO4 overall.

Atoms and positions in Å:
C -1.165 -1.644 1.574
N -1.433 -0.313 1.118
C -1.530 -0.293 -0.194
C -0.086 -0.138 -1.177
O 0.226 1.153 -1.154
O -0.363 -0.627 -2.260
H -0.282 -2.051 1.081
H -0.936 -1.654 2.626
H -1.980 -2.361 1.387
H -1.958 -1.201 -0.525
H -2.113 0.545 -0.541
H 0.695 -0.700 -0.598
H 1.231 1.310 -0.911
H 3.042 2.152 -0.562
O 2.563 1.385 -0.266
H 1.567 0.827 1.329
H 0.101 0.188 1.594
O 0.991 0.225 1.911

Values from the calculation:
- HOMO energy (Eh) = -0.1684
- HOMO-LUMO gap (eV) = 6.54
- total charge = -1



3.
ORCA calculation (ωB97M-V with the def2-TZVPD basis set) on a 3-piece molecular cluster, C3H10NO4 overall.

Atoms and positions in Å:
C 1.371 -0.131 1.362
N 0.355 -1.085 0.779
C -0.198 -0.565 -0.525
C 1.010 0.061 -1.375
O 1.055 1.301 -1.423
O 1.757 -0.827 -1.827
H 0.998 0.156 2.348
H 1.610 0.785 0.813
H 2.317 -0.722 1.599
H 0.971 -1.878 0.602
H -0.980 0.144 -0.270
H -0.733 -1.379 -1.058
H -1.369 0.317 -2.842
H -1.440 1.305 -1.776
O -2.043 0.807 -2.351
H -0.959 0.673 1.460
H -1.972 0.139 2.521
O -1.751 0.898 1.964

Values from the calculation:
- HOMO energy (Eh) = -0.1558
- HOMO-LUMO gap (eV) = 8.01
- total charge = -1



4.
ORCA calculation (ωB97M-V with the def2-TZVPD basis set) on a 3-piece molecular cluster, C3H10NO4 overall.

Atoms and positions in Å:
C -0.967 -0.404 0.487
N 0.300 -1.053 0.162
C 1.371 -0.902 1.126
O 1.468 0.247 1.626
O 2.101 -1.888 1.265
C -2.021 -0.786 -0.529
H -1.282 -0.638 1.511
H -0.784 0.666 0.460
H 0.189 -2.043 -0.007
H -2.997 -0.357 -0.300
H -2.175 -1.870 -0.558
H -1.711 -0.453 -1.520
H 0.895 1.601 -1.440
H 0.655 0.090 -1.497
O 0.607 0.902 -2.036
H 1.505 1.513 0.610
H 1.318 3.052 0.614
O 1.529 2.324 0.025

Values from the calculation:
- HOMO energy (Eh) = -0.1805
- HOMO-LUMO gap (eV) = 8.77
- total charge = -1



The least stable of them is 2.



1.
ORCA calculation (ωB97M-V with the def2-TZVPD basis set) on a 3-piece molecular cluster, C3H10NO4 overall.

Atoms and positions in Å:
O -0.275 -0.595 -0.415
C 0.698 0.064 0.132
O 0.618 0.434 1.273
C 1.579 0.581 -1.048
C 0.761 1.869 -1.506
N 1.666 -0.365 -2.189
H 2.644 0.850 -0.699
H 1.030 2.541 -0.703
H 1.152 2.331 -2.529
H -0.389 1.568 -1.499
H 2.180 -1.158 -2.106
H 0.738 -0.742 -2.434
H -1.922 -0.598 2.347
H -1.044 0.748 2.673
O -1.710 -0.021 3.056
H -1.725 -0.996 0.467
H -2.011 -2.153 -0.407
O -2.451 -1.683 0.429

Values from the calculation:
- HOMO energy (Eh) = -0.1716
- HOMO-LUMO gap (eV) = 8.69
- total charge = -1



2.
ORCA calculation (ωB97M-V with the def2-TZVPD basis set) on a 3-piece molecular cluster, C3H10NO4 overall.

Atoms and positions in Å:
C -0.234 0.075 2.353
N -0.727 0.521 1.098
C 0.185 1.523 0.394
C 1.169 0.497 -0.441
O 0.610 0.062 -1.601
O -0.619 -0.935 2.936
H 0.514 0.697 2.696
H -1.558 0.205 0.526
H 0.734 2.257 0.932
H -0.439 2.115 -0.333
H 1.518 -0.210 0.212
H 1.973 1.113 -0.700
H -1.992 -1.170 -1.649
H -0.855 -0.176 -1.341
O -1.898 -0.256 -1.246
H 0.704 -2.495 -0.632
H 0.534 -1.387 -1.636
O 0.383 -2.438 -1.569

Values from the calculation:
- HOMO energy (Eh) = -0.1599
- HOMO-LUMO gap (eV) = 8.19
- total charge = -1



The least stable of them is 2.



1.
ORCA calculation (ωB97M-V with the def2-TZVPD basis set) on the molecule C5H10NO2.

Atoms and positions in Å:
C 1.087 0.091 0.336
C 0.528 0.830 -0.954
C 0.556 -0.098 -2.156
C 1.358 2.098 -1.121
N 0.254 -0.963 0.736
C -1.169 -0.802 1.200
O -1.478 0.392 1.289
O -1.757 -1.867 1.252
H 1.028 0.858 1.112
H 2.072 -0.282 0.086
H -0.513 1.005 -0.744
H 1.484 -0.675 -2.285
H 0.518 0.487 -3.077
H -0.215 -0.868 -2.142
H 1.049 2.619 -2.026
H 2.427 1.909 -1.080
H 1.035 2.758 -0.309
H 0.487 -1.931 0.517

Values from the calculation:
- HOMO energy (alpha / beta) (Eh) = -0.3653 / -0.3593
- HOMO-LUMO gap (alpha / beta) (eV) = 10.43 / 6.60
- spin multiplicity = 2



2.
ORCA calculation (ωB97M-V with the def2-TZVPD basis set) on the molecule C5H10NO2.

Atoms and positions in Å:
O 1.437 1.508 2.251
C 1.498 1.119 1.105
O 2.668 0.927 0.395
C 0.344 0.823 0.184
C -0.399 -0.461 0.592
C -1.640 -0.668 -0.205
C -2.496 -1.700 -0.126
N 0.853 0.557 -1.266
H 3.434 0.869 0.943
H -0.460 1.612 0.007
H 0.215 -1.380 0.615
H -0.533 -0.418 1.681
H -1.895 0.063 -0.969
H -3.363 -1.733 -0.777
H -2.464 -2.637 0.420
H 1.078 -0.432 -1.430
H 0.063 0.824 -1.857
H 1.660 1.126 -1.562

Values from the calculation:
- HOMO energy (alpha / beta) (Eh) = -0.1150 / -0.3369
- HOMO-LUMO gap (alpha / beta) (eV) = 3.42 / 9.31
- spin multiplicity = 2



The least stable of them is 2.



1.
ORCA calculation (ωB97M-V with the def2-TZVPD basis set) on a 2-piece molecular cluster, CH3ClN2 overall.

Atoms and positions in Å:
C 0.817 0.141 -0.685
Cl 0.344 1.439 0.568
H 1.168 -0.624 0.054
H 1.601 0.596 -1.295
H -0.115 -0.093 -1.285
N -1.510 -0.774 0.955
N -2.305 -0.685 1.689

Values from the calculation:
- HOMO energy (Eh) = -0.3937
- HOMO-LUMO gap (eV) = 11.77
- SMILES string = CCl.N#N



2.
ORCA calculation (ωB97M-V with the def2-TZVPD basis set) on a 2-piece molecular cluster, CH3ClN2 overall.

Atoms and positions in Å:
C -0.818 0.526 0.405
N -1.612 0.572 -0.404
N 1.208 -1.102 0.181
Cl 0.356 -2.109 -0.958
H 0.646 -1.451 0.944
H -2.519 0.554 -0.872
H 1.054 -0.077 0.116

Values from the calculation:
- HOMO energy (Eh) = -0.3431
- HOMO-LUMO gap (eV) = 10.23



The least stable of them is 2.



1.
ORCA calculation (ωB97M-V with the def2-TZVPD basis set) on a 2-piece molecular cluster, C5H10O4 overall.

Atoms and positions in Å:
C -0.334 1.362 -2.742
C -0.952 0.173 -2.084
O -1.695 -0.611 -2.617
C -0.620 0.014 -0.588
O -1.373 1.004 0.050
O -0.925 -1.271 -0.149
H 0.753 1.310 -2.668
H -0.662 2.253 -2.202
H -0.635 1.420 -3.783
H 0.458 0.161 -0.414
H -1.120 1.042 0.990
H -1.706 -1.558 -0.644
C 1.873 -0.952 2.322
C 0.476 -0.475 2.538
O 0.093 0.653 2.381
H 2.192 -1.530 3.177
H 1.857 -1.608 1.441
H 2.548 -0.116 2.145
H -0.229 -1.271 2.845

Values from the calculation:
- HOMO energy (Eh) = -0.3670
- HOMO-LUMO gap (eV) = 10.78
- SMILES string = CC(=O)C(O)O.CC=O



2.
ORCA calculation (ωB97M-V with the def2-TZVPD basis set) on a 2-piece molecular cluster, C5H10O4 overall.

Atoms and positions in Å:
C -0.771 -1.841 1.423
C -0.536 -0.620 0.543
C -1.613 -0.498 -0.532
C 0.829 -0.713 -0.095
O 1.103 -1.212 -1.174
O 1.800 -0.172 0.668
H -0.716 -2.768 0.841
H -1.755 -1.795 1.900
H -0.015 -1.904 2.213
H -0.569 0.287 1.158
H -1.461 0.404 -1.133
H -1.597 -1.354 -1.216
H -2.610 -0.440 -0.082
H 2.611 -0.305 0.131
O -0.080 2.843 -0.317
C 0.726 2.552 -1.183
O 2.043 2.507 -0.934
H 0.499 2.281 -2.224
H 2.113 2.750 0.014

Values from the calculation:
- HOMO energy (Eh) = -0.3876
- HOMO-LUMO gap (eV) = 11.22
- SMILES string = CC(C)C(=O)O.O=CO



The least stable of them is 1.